# 1
Computed, not measured: a single C8H7BrN4O2 molecule, with the ωB97M-V functional and the def2-TZVPD basis.

## Properties
- Calculated total energy: -3252.394447 Ha
- Structure (SMILES): O=[N+]([O-])[C@@]1(n2cccn2)C=CC(Br)=CN1
- Kohn-Sham gap: 8.7 eV
- Energy above the lowest of the compared OMol25 structures with the same formula, charge and spin: 0.0 kJ/mol
- HOMO level: -8.693 eV

Last column: Mulliken charge in e.
Cartesian coordinates (Å):
1 O -2.30 -1.08 -1.58  -0.586
2 N -1.98 0.02 -1.17  0.972
3 O -2.70 1.00 -1.14  -0.608
4 C -0.52 0.20 -0.54  1.154
5 N -0.71 -0.58 0.86  0.652
6 C -0.53 -1.96 0.95  -0.153
7 C -0.27 -2.18 2.25  -0.659
8 C -0.04 -0.93 2.85  -0.226
9 N -0.21 0.04 1.96  -1.007
10 C 0.49 -0.40 -1.38  -1.086
11 C 1.51 0.41 -1.73  -0.096
12 C 1.66 1.77 -1.38  -0.271
13 Br 3.40 2.60 -1.77  -0.201
14 C 0.71 2.32 -0.60  -0.131
15 N -0.39 1.54 -0.27  -0.215
16 H -0.63 -2.75 0.25  0.421
17 H -0.35 -3.18 2.69  0.330
18 H 0.44 -0.62 3.74  0.447
19 H 0.45 -1.49 -1.71  0.271
20 H 2.26 0.08 -2.42  0.442
21 H 0.80 3.28 -0.07  0.392
22 H -1.11 1.90 0.21  0.160

---

# 2
Computed, not measured: a molecular structure, C20H44NOP3STm, with the ωB97M-V functional and the def2-TZVPD basis.

## Properties
- Calculated total energy: -3424.965068 Ha
- ⟨S²⟩: 2.002
- Total charge: +3
- Kohn-Sham gap (spin up / spin down): 2.6 / 2.7 eV
- Multiplicity: 3
- Energy above the lowest of the compared OMol25 structures with the same formula, charge and spin: 0.0 kJ/mol
- HOMO level (spin up / spin down): -13.791 / -13.791 eV

Last column: Löwdin spin population.
Cartesian coordinates (Å):
1 Tm -0.67 0.68 0.54  2.018
2 P -2.55 1.61 -1.23  -0.003
3 P -2.05 -1.57 1.26  -0.004
4 P 0.12 -0.93 -1.59  -0.001
5 H 1.63 1.14 1.85  0.000
6 C 1.64 1.01 0.75  0.003
7 C 1.17 2.04 -0.08  -0.005
8 H 0.79 2.98 0.36  0.000
9 C -3.44 3.09 -0.58  0.000
10 C -3.94 0.59 -1.86  -0.001
11 C -1.76 2.30 -2.74  -0.001
12 C -0.98 -2.58 2.36  0.000
13 C -3.50 -1.22 2.32  -0.001
14 C -2.75 -2.78 0.08  -0.001
15 C 1.46 -0.14 -2.58  0.000
16 C -1.01 -1.55 -2.89  0.000
17 C 0.94 -2.43 -0.92  0.000
18 H 2.29 0.18 0.43  0.001
19 H 1.39 2.14 -1.15  0.000
20 H -2.70 3.79 -0.17  0.000
21 H -4.14 2.80 0.22  0.000
22 H -4.00 3.59 -1.38  0.000
23 H -4.56 0.25 -1.01  0.000
24 H -3.57 -0.29 -2.40  0.000
25 H -4.59 1.18 -2.54  0.000
26 H -0.99 3.03 -2.44  0.000
27 H -2.51 2.82 -3.36  0.000
28 H -1.28 1.51 -3.34  0.000
29 H -1.51 -3.44 2.79  0.000
30 H -0.62 -1.95 3.18  0.000
31 H -0.10 -2.96 1.81  0.000
32 H -3.98 -2.14 2.70  0.000
33 H -4.25 -0.66 1.75  0.000
34 H -3.20 -0.62 3.19  0.000
35 H -3.30 -3.58 0.60  0.000
36 H -1.98 -3.25 -0.54  0.000
37 H -3.46 -2.26 -0.59  0.000
38 H 1.84 -0.87 -3.31  0.000
39 H 2.28 0.17 -1.91  0.000
40 H 1.06 0.74 -3.10  0.000
41 H -0.43 -2.23 -3.54  0.000
42 H -1.38 -0.71 -3.50  0.000
43 H -1.86 -2.08 -2.44  0.000
44 H 1.46 -2.93 -1.75  0.000
45 H 0.21 -3.11 -0.46  0.000
46 H 1.68 -2.14 -0.16  0.000
47 C 6.02 -2.13 -1.57  0.000
48 C 6.79 -3.10 -0.89  0.000
49 C 8.07 -2.79 -0.45  0.000
50 C 8.62 -1.52 -0.69  0.000
51 C 7.87 -0.56 -1.38  0.000
52 C 6.58 -0.86 -1.82  0.000
53 S 4.39 -2.45 -2.10  0.000
54 H 4.28 -3.73 -1.65  0.000
55 H 6.35 -4.08 -0.72  0.000
56 H 8.66 -3.54 0.08  0.000
57 H 9.63 -1.28 -0.34  0.000
58 H 8.28 0.43 -1.57  0.000
59 H 5.98 -0.13 -2.36  0.000
60 C -1.77 3.71 4.11  0.000
61 N -2.85 2.94 3.46  0.000
62 C -4.24 3.12 3.89  0.000
63 C -2.56 2.10 2.51  0.000
64 O -1.33 1.89 2.15  -0.003
65 H -1.71 3.48 5.17  0.000
66 H -1.93 4.79 3.97  0.000
67 H -0.85 3.41 3.61  0.000
68 H -4.86 3.47 3.06  0.000
69 H -4.66 2.17 4.24  0.000
70 H -4.29 3.85 4.69  0.000
71 H -3.38 1.56 1.98  0.000

---

# 3
Computed, not measured: a molecular structure, C32H26N5S5Y, with the ωB97M-V functional and the def2-TZVPD basis.

## Properties
- Calculated total energy: -3538.136940 Ha
- Kohn-Sham gap (spin up / spin down): 5.9 / 5.8 eV
- Energy above the lowest of the compared OMol25 structures with the same formula, charge and spin: 396.3 kJ/mol
- HOMO level (spin up / spin down): -6.000 / -5.980 eV

Last column: Mulliken charge in e.
Cartesian coordinates (Å):
1 Y 0.17 -0.05 -0.20  0.356
2 S 2.29 0.90 -1.77  -0.329
3 C 1.35 1.08 -3.24  0.854
4 C 1.85 0.63 -4.46  -0.711
5 C 1.14 0.77 -5.63  -0.590
6 C -0.12 1.38 -5.63  -0.674
7 C -0.64 1.84 -4.44  -0.684
8 C 0.08 1.70 -3.26  -0.108
9 S -0.72 2.21 -1.75  0.025
10 C 0.22 3.65 -1.20  -1.026
11 C 1.21 3.46 -0.08  0.713
12 C 2.13 4.49 0.13  -0.891
13 C 3.08 4.36 1.12  -0.507
14 C 3.10 3.20 1.87  -0.552
15 C 2.15 2.23 1.61  0.083
16 C 3.26 -0.30 1.47  -0.858
17 S 2.22 -1.66 0.88  0.031
18 C 2.96 -2.19 -0.65  0.710
19 C 4.33 -2.32 -0.78  -0.653
20 C 4.87 -2.72 -1.99  -0.656
21 C 4.03 -3.00 -3.06  -0.596
22 C 2.66 -2.89 -2.91  -0.705
23 C 2.09 -2.47 -1.71  0.429
24 S 0.33 -2.31 -1.57  -0.452
25 N 1.19 2.36 0.68  0.062
26 H 2.82 0.15 -4.46  0.429
27 H 1.55 0.41 -6.56  0.386
28 H -0.68 1.49 -6.55  0.393
29 H -1.62 2.31 -4.41  0.410
30 H -0.52 4.39 -0.89  0.598
31 H 0.74 4.06 -2.07  0.458
32 H 2.10 5.36 -0.51  0.449
33 H 3.81 5.15 1.29  0.417
34 H 3.83 3.03 2.65  0.499
35 H 4.09 -0.66 2.07  0.708
36 H 3.63 0.29 0.62  0.523
37 H 4.98 -2.11 0.06  0.376
38 H 5.95 -2.81 -2.10  0.398
39 H 4.44 -3.32 -4.00  0.374
40 H 2.00 -3.11 -3.75  0.442
41 N 0.60 -2.30 4.55  -0.263
42 C 0.12 -1.15 4.01  -0.146
43 S 2.17 0.72 2.54  -0.120
44 N -0.46 -1.21 2.89  -0.168
45 N -1.00 -0.68 1.88  0.533
46 C -2.36 -0.58 1.83  -0.586
47 C -3.17 -0.91 3.03  -0.485
48 C -3.42 -2.25 3.34  0.260
49 C -4.17 -2.58 4.46  -0.773
50 C -4.68 -1.59 5.28  -0.326
51 C -4.44 -0.25 4.97  -0.716
52 C -3.69 0.08 3.85  -0.012
53 C -2.95 -0.44 0.55  0.446
54 C -4.36 -0.47 0.37  -1.088
55 C -4.89 -0.44 -0.89  -0.434
56 C -4.04 -0.37 -2.01  -1.280
57 C -2.70 -0.29 -1.78  0.036
58 N -2.15 -0.31 -0.55  0.645
59 H 1.06 -2.25 5.44  0.232
60 H 0.53 -3.20 4.10  0.173
61 H -3.02 -3.02 2.70  0.480
62 H -4.35 -3.62 4.69  0.384
63 H -5.27 -1.85 6.15  0.377
64 H -4.84 0.53 5.61  0.387
65 H -3.49 1.12 3.62  0.422
66 H -5.00 -0.55 1.24  0.433
67 H -5.96 -0.49 -1.03  0.422
68 H -4.42 -0.37 -3.02  0.437
69 H -1.99 -0.23 -2.60  0.596

---

# 4
Computed, not measured: 2 unconnected molecules or ions with the total composition C3H8OS, with the ωB97M-V functional and the def2-TZVPD basis.

## Properties
- Calculated total energy: -592.459323 Ha
- Structure (SMILES): C=CO.CS
- Kohn-Sham gap: 9.3 eV
- Energy above the lowest of the compared OMol25 structures with the same formula, charge and spin: 154.2 kJ/mol
- HOMO level: -8.566 eV

Last column: Mulliken charge in e.
Cartesian coordinates (Å):
1 C 1.44 0.63 -1.18  -0.629
2 C 1.65 0.59 0.15  -0.125
3 O 2.03 -0.62 0.72  -0.501
4 H 0.95 1.44 -1.74  0.269
5 H 1.83 -0.22 -1.76  0.238
6 H 1.39 1.46 0.79  0.373
7 H 1.61 -0.64 1.59  0.352
8 C -1.83 -1.15 -0.45  -0.794
9 S -1.33 0.38 0.34  -0.161
10 H -2.63 -1.73 0.03  0.349
11 H -2.16 -1.10 -1.48  0.294
12 H -0.97 -1.69 -0.23  0.248
13 H -2.61 0.89 0.49  0.086

---

Maximum force
In order: 0.0854 0.0733 0.0086 0.0485
Unit: hartree/bohr